An isolated molecule of C3H7N3. Source: the OMol25 dataset; level of theory: ωB97M-V with the def2-TZVPD basis set.

- HOMO level: -8.906 eV
- M: 85.110 g mol⁻¹
- DFT total energy: -282.71858 hartree
- ΔE to the lowest compared entry with this formula, charge and spin: 146.2 kJ/mol
- SMILES: [H]/N=C(/C)NN=C
- LUMO energy: 0.92 eV
- Kohn-Sham gap: 9.8 eV

Each line ends with the Löwdin charge.
CARTESIAN COORDINATES (ANGSTROEM)
H  0.297  2.622  0.567  0.040
N  0.356  1.897  1.295  0.100
C  0.149  0.727  0.819  -0.469
C  0.023  -0.430  1.790  -0.047
N  -0.066  0.428  -0.547  -0.030
N  -0.272  -0.830  -0.957  -0.076
C  -0.299  -1.056  -2.227  -0.059
H  -0.911  -0.365  2.373  0.083
H  0.076  -1.369  1.242  0.047
H  0.880  -0.323  2.521  0.096
H  0.267  1.098  -1.312  0.166
H  -0.400  -2.128  -2.542  0.071
H  -0.101  -0.269  -3.022  0.078


A cluster of 3 separate species, C31H66BIN4O6 in total. Source: the OMol25 dataset; level of theory: ωB97M-V with the def2-TZVPD basis set.

- HOMO level: -8.295 eV
- M: 728.607 g mol⁻¹
- DFT total energy: -2213.86898 hartree
- SMILES: CCCCN[C@](CCC(N)=O)(O[C@H](CCCC)[C@@H](CC(=O)I)NCCC(=O)O)B(N)O.CCCCCC.CCCCCC
- LUMO energy: 0.13 eV
- Kohn-Sham gap: 8.4 eV

Each line ends with the Löwdin charge.
CARTESIAN COORDINATES (ANGSTROEM)
C  -1.553  6.529  0.878  -0.092
C  -1.857  5.416  -0.141  -0.249
C  -0.635  4.532  -0.409  -0.194
C  -0.784  3.695  -1.683  -0.194
N  -0.443  2.268  -1.625  0.010
C  -1.085  1.447  -0.590  -0.371
C  -2.590  1.786  -0.554  -0.082
C  -3.518  0.831  0.200  -0.096
C  -4.872  1.489  0.316  -0.505
N  -5.576  1.343  1.522  0.147
O  -5.354  2.123  -0.610  0.062
O  -0.606  1.682  0.732  -0.035
C  0.688  1.245  1.053  -0.266
C  0.693  0.902  2.578  -0.127
C  -0.623  0.392  3.173  -0.171
C  -1.198  1.341  4.241  -0.221
C  -2.524  1.982  3.862  -0.101
C  1.834  2.272  0.861  -0.308
C  3.171  1.646  1.353  -0.122
C  3.973  2.405  2.399  -0.748
O  5.189  2.328  2.450  -0.014
I  3.021  3.697  3.852  0.864
N  1.979  2.713  -0.515  -0.022
C  2.804  3.906  -0.632  -0.197
C  2.723  4.434  -2.050  -0.090
C  3.910  5.301  -2.408  -0.497
O  4.990  5.258  -1.865  0.115
O  3.692  6.167  -3.430  0.111
B  -0.880  -0.098  -1.017  -0.568
N  -0.151  -0.506  -2.180  0.214
O  -1.313  -1.127  -0.207  0.149
H  -2.095  7.419  0.591  0.065
H  -0.495  6.739  0.925  0.064
H  -1.927  6.234  1.848  0.065
H  -2.687  4.830  0.233  0.093
H  -2.144  5.863  -1.087  0.104
H  0.184  5.231  -0.528  0.086
H  -0.434  3.968  0.492  0.103
H  -0.109  4.119  -2.421  0.094
H  -1.771  3.898  -2.099  0.107
H  -0.776  1.898  -2.503  0.100
H  -2.964  1.888  -1.563  0.131
H  -2.697  2.758  -0.088  0.104
H  -3.134  0.504  1.153  0.093
H  -3.690  -0.041  -0.421  0.129
H  -4.972  0.950  2.228  0.062
H  -5.893  2.249  1.837  0.102
H  1.027  0.335  0.542  0.150
H  1.457  0.165  2.774  0.096
H  0.984  1.806  3.092  0.031
H  -0.401  -0.528  3.697  0.067
H  -1.373  0.144  2.436  0.088
H  -1.355  0.779  5.153  0.103
H  -0.493  2.125  4.486  0.096
H  -2.701  2.834  4.509  0.071
H  -2.528  2.358  2.846  0.062
H  -3.355  1.309  4.032  0.063
H  1.588  3.145  1.454  0.078
H  3.848  1.588  0.515  0.122
H  3.035  0.625  1.679  0.116
H  2.337  1.975  -1.102  0.127
H  3.860  3.731  -0.415  0.117
H  2.432  4.644  0.065  0.124
H  1.833  5.043  -2.174  0.096
H  2.644  3.620  -2.762  0.137
H  2.770  6.108  -3.684  0.099
H  -0.008  -1.504  -2.193  0.066
H  -0.519  -0.172  -3.057  0.079
H  -1.191  -0.905  0.720  0.069
C  0.683  -2.785  2.350  -0.089
C  0.180  -2.963  3.780  -0.272
C  0.195  -4.415  4.250  -0.223
C  -0.703  -5.357  3.447  -0.227
C  -2.176  -4.954  3.398  -0.268
C  -2.846  -4.930  4.770  -0.111
H  0.053  -3.311  1.631  0.073
H  0.686  -1.727  2.072  0.039
H  1.703  -3.159  2.247  0.084
H  -0.828  -2.549  3.868  0.090
H  0.811  -2.375  4.453  0.110
H  -0.090  -4.447  5.305  0.103
H  1.221  -4.793  4.207  0.111
H  -0.623  -6.361  3.876  0.110
H  -0.325  -5.439  2.424  0.101
H  -2.707  -5.665  2.760  0.105
H  -2.285  -3.977  2.920  0.096
H  -2.783  -5.908  5.250  0.075
H  -3.901  -4.671  4.678  0.069
H  -2.385  -4.196  5.433  0.064
C  1.243  -4.822  -2.819  -0.106
C  0.774  -4.040  -4.043  -0.278
C  0.612  -4.903  -5.293  -0.229
C  1.897  -5.567  -5.788  -0.230
C  3.038  -4.602  -6.105  -0.271
C  2.710  -3.618  -7.224  -0.112
H  2.229  -5.262  -2.974  0.067
H  1.311  -4.171  -1.946  0.062
H  0.545  -5.627  -2.582  0.077
H  1.468  -3.216  -4.239  0.097
H  -0.192  -3.579  -3.815  0.098
H  0.186  -4.290  -6.092  0.101
H  -0.127  -5.684  -5.090  0.110
H  1.663  -6.147  -6.685  0.109
H  2.243  -6.292  -5.046  0.101
H  3.914  -5.188  -6.397  0.104
H  3.328  -4.051  -5.206  0.097
H  2.455  -4.148  -8.144  0.075
H  3.565  -2.976  -7.436  0.069
H  1.872  -2.971  -6.961  0.064


A cluster of 11 separate species, C46H122N8O15 in total. Source: the OMol25 dataset; level of theory: ωB97M-V with the def2-TZVPD basis set.

- HOMO level (spin up / spin down): -9.586 / -9.586 eV
- M: 1027.523 g mol⁻¹
- Spin multiplicity: 2
- DFT total energy: -3391.60468 hartree
- Total charge: +1
- LUMO energy (spin up / spin down): -2.32 / -7.63 eV
- Kohn-Sham gap (spin up / spin down): 7.3 / 2.0 eV

Each line ends with the Löwdin charge.
CARTESIAN COORDINATES (ANGSTROEM)
C  4.030  -2.335  0.808  -0.080
C  5.199  -2.832  1.618  -0.345
O  5.120  -4.213  1.801  -0.056
H  4.346  -1.673  0.001  0.062
H  3.157  -2.066  1.401  0.069
H  3.681  -3.220  0.276  0.051
H  5.198  -2.268  2.551  0.107
H  6.141  -2.521  1.167  0.114
H  5.827  -4.489  1.213  0.089
C  -5.436  -0.383  1.352  -0.072
C  -4.441  -0.752  2.470  -0.317
O  -5.060  -1.727  3.314  -0.082
H  -5.450  -1.086  0.519  0.071
H  -5.120  0.601  1.005  0.056
H  -6.415  -0.146  1.769  0.072
H  -3.986  0.029  3.079  0.102
H  -3.531  -1.044  1.945  0.085
H  -5.408  -1.253  4.073  0.084
C  0.197  -8.050  0.714  -0.081
C  0.916  -7.215  1.837  -0.327
O  1.404  -6.056  1.317  -0.075
H  0.878  -8.248  -0.114  0.058
H  -0.650  -7.610  0.188  0.064
H  -0.133  -9.025  1.072  0.067
H  1.689  -7.884  2.216  0.118
H  0.089  -6.968  2.503  0.106
H  2.236  -5.883  1.763  0.093
C  -0.872  3.789  -4.290  -0.058
O  -0.984  5.024  -5.042  -0.160
C  -1.574  6.174  -4.345  -0.147
C  -0.952  6.864  -3.112  -0.132
N  0.122  7.647  -3.517  0.183
C  0.929  8.307  -2.452  -0.087
C  1.210  7.557  -1.172  -0.151
O  1.832  6.229  -1.372  -0.208
C  1.782  5.267  -0.287  -0.076
H  -1.518  3.815  -3.413  0.077
H  0.160  3.629  -3.977  0.083
H  -1.214  2.946  -4.891  0.098
H  -2.573  5.946  -3.976  0.126
H  -1.940  6.813  -5.149  0.138
H  -0.612  6.060  -2.458  0.158
H  -1.643  7.511  -2.571  0.150
H  0.698  7.061  -4.105  0.172
H  0.510  9.307  -2.336  0.139
H  1.831  8.587  -2.997  0.140
H  0.403  7.367  -0.465  0.118
H  1.899  8.163  -0.584  0.140
H  2.512  4.493  -0.522  0.096
H  0.756  4.923  -0.160  0.061
H  1.954  5.657  0.717  0.082
C  -4.007  3.746  -1.007  -0.080
O  -3.522  5.079  -0.835  -0.234
C  -2.893  5.241  0.401  -0.255
C  -3.008  6.677  0.828  -0.170
N  -4.403  7.158  0.500  -0.052
C  -4.604  8.615  0.501  -0.156
C  -3.595  9.486  -0.355  -0.182
O  -3.909  9.674  -1.758  -0.182
C  -3.056  10.520  -2.405  -0.172
H  -4.953  3.840  -0.473  0.098
H  -3.502  2.841  -0.670  0.077
H  -4.196  3.636  -2.074  0.086
H  -1.883  4.904  0.167  0.108
H  -3.333  4.637  1.195  0.129
H  -2.339  7.194  0.140  0.078
H  -2.850  6.773  1.902  0.128
H  -4.691  6.712  -0.359  0.093
H  -4.466  8.942  1.532  0.111
H  -5.605  8.892  0.172  0.122
H  -2.541  9.233  -0.241  0.087
H  -3.607  10.485  0.079  0.114
H  -2.028  10.344  -2.087  0.067
H  -3.281  11.578  -2.270  0.091
H  -3.138  10.561  -3.491  0.089
C  -1.838  -2.060  4.412  -0.100
O  -1.267  -2.551  5.606  -0.178
C  -2.208  -3.100  6.492  -0.246
C  -1.508  -3.611  7.735  -0.205
N  -0.814  -2.582  8.486  -0.057
C  -1.666  -1.615  9.057  -0.220
C  -0.858  -0.501  9.914  -0.174
O  -0.180  0.465  9.095  -0.203
C  1.130  0.864  9.493  -0.113
H  -2.230  -1.060  4.593  0.071
H  -2.695  -2.667  4.121  0.080
H  -1.176  -2.060  3.545  0.072
H  -2.646  -4.030  6.130  0.129
H  -2.903  -2.341  6.851  0.117
H  -0.823  -4.416  7.471  0.122
H  -2.373  -4.009  8.265  0.121
H  -0.198  -2.114  7.836  0.108
H  -2.407  -2.018  9.747  0.124
H  -2.118  -0.913  8.355  0.101
H  -0.157  -1.133  10.459  0.109
H  -1.505  -0.106  10.696  0.111
H  1.957  0.157  9.433  0.083
H  1.197  1.368  10.458  0.089
H  1.586  1.486  8.723  0.072
C  2.802  -5.445  -1.836  -0.100
O  3.598  -6.351  -2.597  -0.189
C  2.866  -6.779  -3.684  -0.239
C  3.522  -7.898  -4.632  -0.169
N  4.336  -7.317  -5.722  -0.061
C  5.401  -6.424  -5.170  -0.183
C  6.362  -6.142  -6.329  -0.311
O  7.350  -7.041  -6.465  -0.154
C  8.049  -6.935  -7.666  -0.111
H  3.494  -5.192  -1.033  0.082
H  2.005  -5.972  -1.312  0.070
H  2.357  -4.605  -2.370  0.078
H  2.518  -5.963  -4.317  0.118
H  1.995  -7.207  -3.187  0.108
H  2.736  -8.615  -4.867  0.103
H  4.132  -8.613  -4.080  0.105
H  4.781  -7.970  -6.351  0.101
H  6.016  -6.793  -4.349  0.122
H  4.978  -5.470  -4.854  0.109
H  6.785  -5.157  -6.133  0.119
H  5.709  -5.981  -7.186  0.126
H  7.561  -7.130  -8.620  0.092
H  8.866  -7.652  -7.593  0.090
H  8.535  -5.959  -7.674  0.088
C  -6.110  -3.867  -3.572  -0.054
C  -4.617  -4.091  -4.075  -0.391
C  -3.548  -3.261  -3.359  -0.240
O  -3.589  -1.861  -3.494  -0.172
C  -2.869  -1.192  -2.444  -0.092
N  -4.332  -5.540  -3.973  0.025
H  -6.730  -4.516  -4.189  0.065
H  -6.392  -2.821  -3.696  0.065
H  -6.203  -4.123  -2.517  0.069
H  -4.592  -3.739  -5.106  0.130
H  -2.549  -3.544  -3.690  0.122
H  -3.470  -3.646  -2.342  0.117
H  -2.790  -0.185  -2.854  0.084
H  -1.831  -1.523  -2.398  0.061
H  -3.376  -1.217  -1.479  0.079
H  -4.178  -5.828  -3.017  0.062
H  -5.144  -6.092  -4.209  0.060
C  3.175  -1.363  -2.467  -0.062
C  2.088  -0.648  -3.204  -0.419
C  2.293  -0.387  -4.746  -0.171
O  3.468  0.358  -5.027  -0.204
C  3.391  1.760  -4.900  -0.103
N  0.774  -1.367  -3.064  0.063
H  2.592  -1.651  -1.592  0.055
H  4.087  -0.773  -2.371  0.086
H  3.513  -2.181  -3.104  0.088
H  1.919  0.349  -2.797  0.110
H  1.461  0.275  -4.988  0.102
H  2.288  -1.324  -5.303  0.129
H  4.228  2.290  -5.355  0.091
H  3.307  1.963  -3.832  0.076
H  2.459  2.010  -5.407  0.075
H  0.969  -2.352  -3.178  0.065
H  0.561  -1.370  -2.076  0.012
C  1.126  0.836  0.148  -0.009
C  -0.432  0.504  -0.098  -0.367
C  -0.689  -0.970  0.415  -0.193
O  0.201  -1.848  -0.252  -0.260
C  0.470  -3.056  0.507  -0.059
N  -1.308  1.279  0.750  0.048
H  1.793  0.172  -0.402  0.046
H  1.391  0.628  1.185  0.063
H  1.243  1.839  -0.261  0.064
H  -0.759  0.599  -1.133  0.122
H  -1.625  -1.428  0.096  0.105
H  -0.659  -1.073  1.500  0.102
H  0.896  -2.825  1.483  0.086
H  1.301  -3.422  -0.096  0.065
H  -0.291  -3.837  0.506  0.094
H  -0.978  2.219  0.582  0.047
H  -0.974  1.043  1.674  0.058
C  2.989  2.819  3.421  -0.063
C  1.520  2.467  3.542  -0.357
C  0.965  2.244  4.972  -0.226
O  -0.372  1.879  4.883  -0.195
C  -0.976  1.299  6.035  -0.083
N  0.666  3.599  2.807  0.046
H  3.552  2.039  3.935  0.080
H  3.249  3.698  4.011  0.081
H  3.359  2.790  2.396  0.077
H  1.221  1.603  2.948  0.090
H  1.214  3.148  5.527  0.125
H  1.453  1.446  5.532  0.126
H  -2.049  1.279  5.845  0.093
H  -0.684  1.785  6.966  0.078
H  -0.638  0.286  6.252  0.074
H  -0.299  3.596  3.105  0.042
H  1.029  4.388  3.323  0.041


Table of max |F| (Eh/bohr), in record order: 0.040 0.062 0.078